ORCA calculation (wB97M-V/def2-TZVPD) on a structure of composition C33H24AuF9NO3PS.

Last column: Löwdin charge in e.
Element x y z (Å)
Au 1.576 -0.087 1.155  0.68
O 1.322 2.542 4.472  0.02
C 1.448 1.952 3.401  -0.63
O 1.587 0.697 3.217  -0.16
C 1.480 2.845 2.134  -0.17
C 1.351 4.246 2.277  0.00
C 1.343 4.994 1.135  0.00
C 1.460 4.350 -0.152  -0.13
C 1.445 5.066 -1.390  -0.04
C 1.523 4.402 -2.598  -0.09
C 1.657 2.998 -2.643  -0.07
C 1.654 2.259 -1.470  -0.03
C 1.596 2.901 -0.182  -0.19
N 1.602 2.194 0.986  0.03
H 1.227 4.657 3.283  0.12
H 1.235 6.088 1.180  0.12
H 1.345 6.163 -1.356  0.12
H 1.498 4.974 -3.537  0.11
H 1.707 2.510 -3.621  0.10
H 1.700 1.169 -1.514  0.07
C 5.710 -0.939 -1.013  -0.27
S 4.281 0.092 -0.795  0.88
C 4.773 0.916 0.726  -0.25
O 3.146 -0.923 -0.370  -0.64
H 6.566 -0.309 -1.278  0.06
H 5.457 -1.614 -1.856  0.07
H 5.871 -1.515 -0.084  0.07
H 5.667 1.528 0.509  0.07
H 5.004 0.150 1.492  0.08
H 3.941 1.552 1.075  0.03
F -7.339 0.757 0.138  0.10
C -6.734 0.532 1.370  -0.45
F -6.951 1.617 2.190  0.11
F -7.323 -0.590 1.966  0.09
C -5.226 0.275 1.180  -0.10
C -4.245 1.046 1.836  -0.01
C -2.901 0.792 1.667  -0.06
C -2.489 -0.210 0.787  -0.37
C -3.439 -0.986 0.129  -0.08
C -4.792 -0.764 0.339  0.00
P -0.771 -0.593 0.518  1.02
C -0.637 -0.632 -1.261  -0.38
C -1.491 0.140 -2.053  -0.07
C -1.284 0.191 -3.417  -0.01
C -0.218 -0.522 -4.003  -0.11
C 0.606 -1.313 -3.192  -0.01
C 0.381 -1.395 -1.831  -0.11
C 0.099 -0.354 -5.494  -0.45
F 0.881 0.784 -5.724  0.09
F 0.770 -1.456 -5.994  0.10
F -1.096 -0.199 -6.188  0.09
C -0.673 -2.261 1.164  -0.38
C -0.998 -3.366 0.404  -0.08
C -0.976 -4.615 1.008  0.00
C -0.634 -4.756 2.367  -0.10
C -0.321 -3.608 3.123  0.00
C -0.360 -2.363 2.529  -0.08
C -0.551 -6.130 3.035  -0.46
F 0.738 -6.631 2.913  0.11
F -0.874 -6.014 4.378  0.10
F -1.431 -7.017 2.436  0.10
H -4.552 1.859 2.501  0.12
H -2.156 1.400 2.208  0.12
H -3.144 -1.789 -0.568  0.12
H -5.537 -1.402 -0.179  0.14
H -2.322 0.718 -1.631  0.12
H -1.952 0.790 -4.045  0.13
H 1.450 -1.851 -3.627  0.13
H 1.005 -2.021 -1.198  0.10
H -1.242 -3.260 -0.670  0.12
H -1.201 -5.508 0.407  0.13
H -0.075 -3.707 4.190  0.13
H -0.169 -1.448 3.108  0.10

Computed properties:
**Maximum force**: 2.33 eV/A
**2S+1**: 1
**HOMO-LUMO gap**: 7.541 eV

ORCA calculation (wB97M-V/def2-TZVPD) on a structure of composition C33H24N7PS3Zn.

Last column: natural (NBO) charge in e.
Element x y z (Å)
Zn 0.392 0.153 -0.291  1.51
N 0.550 -1.667 3.500  -0.60
C -0.778 -1.535 3.963  0.21
C -1.044 -1.303 5.302  -0.25
C -2.360 -1.188 5.726  -0.19
C -3.398 -1.270 4.810  -0.21
C -3.125 -1.465 3.462  -0.19
C -1.813 -1.618 3.043  -0.26
S -1.386 -2.012 1.376  0.47
N 0.131 -1.216 1.247  -0.80
C 0.921 -1.229 2.269  0.49
C 2.312 -0.721 2.120  0.09
C 2.824 0.193 3.028  -0.23
C 4.092 0.704 2.790  -0.15
C 4.786 0.252 1.683  -0.22
C 4.188 -0.686 0.847  0.06
N 2.968 -1.167 1.053  -0.39
H 1.273 -1.663 4.203  0.42
H -0.227 -1.226 6.010  0.21
H -2.571 -1.029 6.774  0.22
H -4.425 -1.176 5.136  0.22
H -3.928 -1.519 2.740  0.23
H 2.221 0.542 3.857  0.22
H 4.516 1.460 3.437  0.23
H 5.767 0.639 1.443  0.24
H 4.699 -1.039 -0.041  0.22
N -2.393 1.812 -0.848  -0.88
P -2.064 1.615 0.834  1.02
C -3.749 1.206 1.430  -0.38
C -4.251 1.686 2.634  -0.20
C -5.492 1.266 3.095  -0.21
C -6.241 0.362 2.358  -0.22
C -5.747 -0.125 1.153  -0.22
C -4.507 0.291 0.695  -0.16
C -1.929 3.352 1.354  -0.40
C -2.916 4.300 1.080  -0.14
C -2.755 5.614 1.479  -0.23
C -1.608 5.994 2.168  -0.19
C -0.631 5.057 2.461  -0.19
C -0.793 3.739 2.055  -0.18
C -2.133 0.871 -1.807  0.43
C -2.748 0.958 -3.069  -0.29
C -2.517 -0.029 -3.990  -0.11
C -1.682 -1.101 -3.666  -0.30
C -1.086 -1.091 -2.434  0.08
N -1.297 -0.128 -1.513  -0.65
H -3.028 2.542 -1.138  0.40
H -3.677 2.401 3.211  0.23
H -5.875 1.655 4.030  0.22
H -7.210 0.039 2.716  0.22
H -6.329 -0.828 0.572  0.22
H -4.123 -0.101 -0.239  0.21
H -3.830 4.012 0.570  0.20
H -3.522 6.345 1.257  0.22
H -1.481 7.024 2.476  0.22
H 0.265 5.351 2.991  0.22
H -0.019 3.012 2.266  0.23
H -3.393 1.797 -3.290  0.22
H -2.983 0.025 -4.965  0.23
H -1.479 -1.898 -4.365  0.23
H -0.385 -1.865 -2.146  0.21
S 1.473 2.167 0.150  -0.45
C 2.617 1.514 -0.993  -0.19
S 2.111 0.151 -1.930  -0.39
C 3.887 2.039 -1.085  -0.49
C 4.871 1.458 -1.937  0.31
N 5.669 0.955 -2.598  -0.35
C 4.320 3.072 -0.203  0.31
N 4.663 3.877 0.546  -0.37

Computed properties:
**Maximum force**: 0.26 eV/A
**2S+1**: 1
**HOMO-LUMO gap**: 7.119 eV

ORCA calculation (wB97M-V/def2-TZVPD) on a structure of composition C33H25AsN6O4P2S5Se2Ta.

Last column: Löwdin charge in e.
Element x y z (Å)
Ta -1.222 -0.482 2.870  1.07
Se 2.932 -2.129 -2.885  0.28
P 2.618 -0.277 -1.962  0.52
C 4.087 0.475 -1.210  -0.36
C 3.954 1.512 -0.291  -0.13
C 5.086 2.087 0.263  -0.08
C 6.346 1.630 -0.100  -0.08
C 6.476 0.590 -1.010  -0.08
C 5.346 0.009 -1.565  -0.10
C 2.046 0.954 -3.189  -0.33
C 1.159 0.536 -4.178  -0.12
C 0.822 1.380 -5.223  -0.08
C 1.417 2.631 -5.324  -0.09
C 2.338 3.031 -4.370  -0.08
C 2.646 2.206 -3.298  -0.07
C 1.524 -0.403 -0.523  -0.41
C 0.288 0.020 -0.031  -0.41
N 0.235 -0.445 1.251  -0.26
N 1.348 -1.135 1.498  -0.07
N 2.109 -1.127 0.462  0.03
P -1.125 0.897 -0.678  0.66
Se -2.715 0.851 0.757  0.41
C -1.744 0.028 -2.134  -0.36
C -2.799 0.602 -2.841  -0.11
C -3.410 -0.105 -3.862  -0.07
C -2.993 -1.397 -4.154  -0.08
C -1.969 -1.982 -3.423  -0.06
C -1.342 -1.273 -2.410  -0.07
C -0.557 2.580 -1.027  -0.33
C 0.188 3.185 -0.016  -0.10
C 0.625 4.489 -0.174  -0.06
C 0.293 5.197 -1.323  -0.08
C -0.463 4.596 -2.317  -0.09
C -0.881 3.281 -2.181  -0.08
H 2.975 1.852 0.024  0.05
H 4.975 2.876 0.996  0.10
H 7.228 2.075 0.343  0.10
H 7.458 0.223 -1.279  0.10
H 5.427 -0.815 -2.263  0.06
H 0.775 -0.472 -4.154  0.07
H 0.118 1.046 -5.976  0.10
H 1.174 3.283 -6.154  0.10
H 2.826 3.995 -4.454  0.10
H 3.371 2.526 -2.562  0.10
H -3.153 1.590 -2.569  0.10
H -4.229 0.342 -4.411  0.10
H -3.485 -1.958 -4.939  0.10
H -1.661 -2.998 -3.633  0.11
H -0.544 -1.737 -1.843  0.11
H 0.448 2.651 0.896  0.03
H 1.222 4.943 0.607  0.11
H 0.626 6.220 -1.445  0.10
H -0.719 5.144 -3.216  0.10
H -1.440 2.802 -2.974  0.09
S 1.734 1.907 6.003  -0.12
As 1.023 1.117 4.200  -0.45
S 0.448 -1.071 4.423  0.13
S -1.050 1.779 3.622  0.04
S 2.338 1.706 2.671  0.01
C -2.260 -2.740 6.832  0.01
C -2.472 -3.322 5.482  -0.34
N -2.034 -2.815 4.355  0.07
C -2.458 -3.645 3.358  -0.15
C -3.163 -4.694 3.896  -0.08
N -3.155 -4.466 5.243  0.19
C -3.849 -5.898 3.374  -0.49
O -3.822 -6.076 2.076  0.14
O -4.395 -6.655 4.147  0.09
C -2.232 -3.296 1.938  -0.51
O -2.551 -4.086 1.050  0.08
O -1.688 -2.148 1.715  -0.21
H -2.531 -1.685 6.830  0.09
H -1.209 -2.806 7.116  0.09
H -2.861 -3.261 7.576  0.08
H -3.624 -5.068 5.899  0.17
H -3.333 -5.326 1.618  0.06
S -5.608 -1.602 3.181  0.68
C -4.193 -0.953 3.408  -0.95
N -3.109 -0.498 3.590  -0.19

Computed properties:
**Maximum force**: 2.14 eV/A
**Net charge**: -1
**2S+1**: 1
**HOMO-LUMO gap**: 5.987 eV